{"formula": "C21H21BrF4MoN3PS2", "method": "ωB97M-V/def2-TZVPD", "species": ["Mo", "N", "N", "C", "N", "S", "H", "H", "H", "H", "H", "F", "C", "C", "F", "C", "F", "C", "P", "C", "C", "C", "C", "C", "C", "C", "C", "C", "C", "C", "C", "C", "Br", "C", "F", "H", "H", "H", "H", "H", "H", "H", "H", "H", "H", "C", "S", "C", "H", "H", "H", "H", "H", "H"], "xyz": [[0.9895, 0.2091, -1.4163], [2.3024, -0.0617, -3.4292], [2.1530, 0.9653, -4.3883], [1.3838, 2.0351, -4.1830], [1.2292, 2.9678, -5.0821], [0.5696, 2.2063, -2.6454], [3.3101, -0.1639, -3.2319], [2.0151, -0.9554, -3.8577], [2.6556, 0.8552, -5.2744], [1.6639, 2.9433, -6.0039], [0.6332, 3.7737, -4.9122], [-5.8475, -2.3480, -1.5547], [-4.7311, -1.8363, -1.1313], [-4.5944, -1.4304, 0.2075], [-5.5820, -1.5640, 1.0488], [-3.3730, -0.9020, 0.6421], [-3.2073, -0.5887, 1.9215], [-2.2902, -0.7220, -0.2205], [-0.6880, -0.0851, 0.3832], [0.0740, -1.6521, 0.9372], [-0.3721, -2.4262, 2.0101], [0.1795, -3.6879, 2.1935], [1.1410, -4.1827, 1.3287], [1.6005, -3.4128, 0.2589], [1.0636, -2.1550, 0.0805], [-1.0314, 1.0631, 1.7416], [-0.4018, 0.8750, 2.9772], [-0.7905, 1.6550, 4.0545], [-1.7235, 2.6719, 3.8720], [-2.3623, 2.8493, 2.6470], [-1.9898, 2.0730, 1.5621], [-2.4488, -1.1542, -1.5394], [-0.9446, -1.0937, -2.7264], [-3.6345, -1.7055, -2.0057], [-3.7123, -2.1058, -3.2530], [-1.1307, -2.0537, 2.6865], [-0.1581, -4.3006, 3.0202], [1.5478, -5.1751, 1.4702], [2.3518, -3.8110, -0.4059], [1.4403, -1.5060, -0.8082], [0.3294, 0.0882, 3.1077], [-0.3775, 1.4600, 5.0354], [-1.9217, 3.3627, 4.6873], [-3.1385, 3.5956, 2.5378], [-2.4744, 2.2118, 0.6033], [2.4274, 2.4609, 1.1434], [2.6370, 1.1051, -0.0199], [4.2677, 0.4543, 0.3900], [2.4558, 2.0760, 2.1628], [1.4803, 2.9591, 0.9401], [3.2523, 3.1638, 1.0067], [5.0338, 1.0768, -0.0752], [4.3457, -0.5723, 0.0352], [4.3924, 0.4948, 1.4715]], "mulliken_spin": [2.29, -0.02, 0.01, 0.03, 0.01, -0.02, 0.00, 0.00, 0.00, 0.00, 0.00, 0.00, 0.00, 0.00, 0.00, -0.01, 0.00, -0.01, -0.12, 0.02, 0.01, 0.00, 0.00, 0.00, 0.01, 0.03, 0.00, 0.00, 0.02, 0.00, 0.00, 0.01, -0.02, 0.00, 0.00, 0.00, 0.00, 0.00, 0.00, -0.06, 0.00, 0.00, 0.00, 0.00, 0.00, 0.02, -0.19, 0.02, 0.00, 0.00, -0.01, -0.01, 0.00, 0.00], "spin_multiplicity": 3, "homo_lumo_gap_ev": [4.33, 4.74], "total_charge": 4, "s_squared": 2.062, "relative_energy_kj_mol": 82.6}